# 1
Below is one molecule with the formula C4H8O3, with properties calculated with the ωB97M-V functional and the def2-TZVPD basis.

Calculated values
LUMO, Eh: 0.031
M, g/mol: 104.10
Structure (SMILES): CCOC(=O)CO
Relative energy (zero: lowest compared OMol25 entry of this formula, charge and spin), kcal/mol: 17.8
Frontier orbital gap, hartree: 0.418

XYZ file:
```
15
Properties=species:S:1:pos:R:3:lowdin_charge:R:1
C 0.6418 -0.0968 2.4853 -0.069
C 0.7337 0.4953 1.0997 -0.217
O -0.2243 -0.2149 0.2821 0.012
C -0.2372 0.1705 -0.9882 -0.468
O 0.4230 1.0938 -1.4171 0.103
C -1.1405 -0.6426 -1.9062 -0.161
O -0.8034 -0.3542 -3.2367 -0.043
H -0.3640 0.0448 2.8909 0.081
H 0.8561 -1.1689 2.4498 0.081
H 1.3649 0.3838 3.1513 0.082
H 1.7233 0.3631 0.6497 0.129
H 0.5017 1.5647 1.0736 0.128
H -0.9966 -1.7082 -1.6913 0.132
H -2.1905 -0.3915 -1.6751 0.135
H -0.2879 0.4611 -3.1679 0.075
```

***

# 2
Below is one molecule with the formula C4H8O3, with properties calculated with the ωB97M-V functional and the def2-TZVPD basis.

Calculated values
LUMO, Eh: 0.029
M, g/mol: 104.10
Structure (SMILES): OCC1(CO)CO1
Relative energy (zero: lowest compared OMol25 entry of this formula, charge and spin), kcal/mol: 58.7
Frontier orbital gap, hartree: 0.406

XYZ file:
```
15
Properties=species:S:1:pos:R:3:lowdin_charge:R:1
O 0.6859 2.0412 1.1229 -0.047
C -0.3788 1.2043 0.7379 -0.190
C 0.0575 -0.0427 -0.0094 -0.408
C -0.9355 -1.2089 -0.0054 -0.194
O -0.9849 -1.8953 -1.2280 -0.038
C 1.4671 -0.3209 -0.2544 -0.066
O 0.6570 0.2771 -1.2679 -0.018
H 1.1225 2.3390 0.3135 0.094
H -0.9220 0.9337 1.6487 0.131
H -1.0866 1.7389 0.0806 0.139
H -0.5959 -1.9361 0.7386 0.133
H -1.9320 -0.8644 0.3170 0.124
H -1.1469 -1.2414 -1.9202 0.098
H 1.7678 -1.3468 -0.4594 0.127
H 2.2247 0.3223 0.1855 0.115
```

***

# 3
Below is one molecule with the formula C4H8O3, with properties calculated with the ωB97M-V functional and the def2-TZVPD basis.

Calculated values
LUMO, Eh: 0.031
M, g/mol: 104.10
Relative energy (zero: lowest compared OMol25 entry of this formula, charge and spin), kcal/mol: 76.4
Frontier orbital gap, hartree: 0.339

XYZ file:
```
15
Properties=species:S:1:pos:R:3:lowdin_charge:R:1
C 2.0515 -0.8477 1.4616 -0.062
O 1.0542 -1.2144 0.5131 -0.041
C 0.2857 -0.2043 0.0742 -0.549
O 0.4925 0.9704 0.4460 -0.006
C -0.8071 -0.5592 -0.7761 -0.110
C -1.3101 0.6182 -1.5153 -0.136
O -1.9828 1.3429 -0.3230 0.001
H 1.6008 -0.3693 2.3352 0.093
H 2.5419 -1.7781 1.7490 0.091
H 2.7745 -0.1572 1.0194 0.093
H -0.8982 -1.5632 -1.1698 0.098
H -1.9367 0.3091 0.0803 0.171
H -0.6000 1.3626 -1.8877 0.121
H -2.1068 0.4289 -2.2316 0.119
H -1.1475 1.6703 0.1313 0.116
```

***

# 4
Below is one molecule with the formula C4H8O3, with properties calculated with the ωB97M-V functional and the def2-TZVPD basis.

Calculated values
LUMO, Eh: 0.026
M, g/mol: 104.10
Structure (SMILES): O=C[C@@H](O)CCO
Relative energy (zero: lowest compared OMol25 entry of this formula, charge and spin), kcal/mol: 35.5
Frontier orbital gap, hartree: 0.408

XYZ file:
```
15
Properties=species:S:1:pos:R:3:lowdin_charge:R:1
O -1.1305 -2.8274 0.0705 0.062
C -1.2146 -1.6830 0.4595 -0.180
C -0.1455 -0.6761 0.1392 -0.394
O 0.7040 -1.1642 -0.8636 -0.007
C -0.5835 0.7460 -0.1860 -0.120
C 0.6718 1.6236 -0.2918 -0.258
O 1.5541 1.4186 0.7959 -0.068
H -2.0216 -1.3581 1.1429 0.137
H 0.3849 -0.6015 1.1093 0.155
H 0.5070 -2.1141 -0.9412 0.093
H -1.1442 0.7881 -1.1285 0.129
H -1.2325 1.1152 0.6179 0.124
H 1.1770 1.4187 -1.2426 0.120
H 0.3940 2.6801 -0.2714 0.119
H 2.0796 0.6341 0.5899 0.088
```

***

# 5
Below is one molecule with the formula C4H8O3, with properties calculated with the ωB97M-V functional and the def2-TZVPD basis.

Calculated values
LUMO, Eh: 0.027
M, g/mol: 104.10
Structure (SMILES): OCC1(O)COC1
Relative energy (zero: lowest compared OMol25 entry of this formula, charge and spin), kcal/mol: 53.6
Frontier orbital gap, hartree: 0.399

XYZ file:
```
15
Properties=species:S:1:pos:R:3:lowdin_charge:R:1
O 2.3447 -0.0431 0.1117 -0.039
C 1.1570 -0.5417 0.6794 -0.200
C -0.0465 -0.1492 -0.1523 -0.460
O 0.1823 -0.7241 -1.4226 0.008
C -1.4497 -0.3827 0.4279 -0.105
O -1.8231 0.9808 0.1850 -0.097
C -0.4768 1.3274 -0.1879 -0.094
H 2.3344 -0.3278 -0.8134 0.090
H 1.0798 -0.1265 1.6886 0.134
H 1.1763 -1.6408 0.7604 0.135
H -0.5108 -0.4237 -2.0252 0.112
H -1.4798 -0.6324 1.4965 0.128
H -2.0651 -1.1004 -0.1268 0.128
H -0.4268 1.8068 -1.1744 0.129
H 0.0042 1.9773 0.5531 0.131
```

***

# 6
Below is one molecule with the formula C4H8O3 in a non-equilibrium geometry, with properties calculated with the ωB97M-V functional and the def2-TZVPD basis.

Calculated values
LUMO, Eh: 0.025
M, g/mol: 104.10
Structure (SMILES): C=C(C)C(O)(O)O
Relative energy (zero: lowest compared OMol25 entry of this formula, charge and spin), kcal/mol: 32.6
Frontier orbital gap, hartree: 0.393

XYZ file:
```
15
Properties=species:S:1:pos:R:3:lowdin_charge:R:1
C -0.1417 -0.1214 -1.7489 0.092
C -0.2375 -0.1572 -0.4054 -0.278
C -1.3743 -0.9009 0.2501 -0.048
C 0.7486 0.5117 0.5340 -0.678
O 1.4439 -0.4562 1.2733 0.067
O 1.7024 1.2584 -0.1604 0.045
O 0.0723 1.3857 1.3939 0.063
H 0.6703 0.4064 -2.2430 0.071
H -0.8659 -0.6131 -2.3907 0.068
H -1.9483 -1.4914 -0.4725 0.083
H -1.0019 -1.5950 1.0101 0.086
H -2.0650 -0.1995 0.7289 0.085
H 1.3049 -1.3005 0.8200 0.112
H 2.3124 1.4834 0.5609 0.117
H -0.6203 1.7896 0.8496 0.117
```

***

# 7
Below is C4H8O3 as an isolated structure in a non-equilibrium geometry, with properties calculated with the ωB97M-V functional and the def2-TZVPD basis.

Calculated values
LUMO, Eh: -0.007
M, g/mol: 104.10
Relative energy (zero: lowest compared OMol25 entry of this formula, charge and spin), kcal/mol: 85.6
Frontier orbital gap, hartree: 0.350

XYZ file:
```
15
Properties=species:S:1:pos:R:3:lowdin_charge:R:1
C -1.9248 1.2251 -0.5746 -0.034
C -0.5673 0.6248 -0.3958 -0.476
O -0.3335 0.2037 0.9457 -0.036
C -0.3899 -0.7805 -0.6150 0.183
O 1.7056 -1.6457 0.1469 -0.020
C 2.4387 -1.0690 0.8943 -0.510
O 2.0856 -0.0195 1.4548 0.033
H -2.6897 0.5539 -0.1723 0.089
H -2.1307 1.4101 -1.6347 0.089
H -1.9771 2.1695 -0.0236 0.089
H 0.2316 1.2478 -0.8051 0.159
H 0.9036 0.1406 1.2299 0.090
H 0.4226 -1.1702 -1.2025 0.093
H -1.1980 -1.4715 -0.4308 0.120
H 3.4233 -1.4193 1.1828 0.130
```

***

# 8
Below is one molecule with the formula C4H8O3, with properties calculated with the ωB97M-V functional and the def2-TZVPD basis.

Calculated values
LUMO, Eh: 0.030
M, g/mol: 104.10
Structure (SMILES): COC(=O)[C@@H](C)O
Relative energy (zero: lowest compared OMol25 entry of this formula, charge and spin), kcal/mol: 22.7
Frontier orbital gap, hartree: 0.418

XYZ file:
```
15
Properties=species:S:1:pos:R:3:lowdin_charge:R:1
C 2.2607 0.1188 0.1554 -0.038
O 0.9834 0.1398 0.7914 -0.055
C 0.0747 -0.7508 0.3654 -0.470
O 0.3170 -1.8688 -0.0253 0.132
C -1.2888 -0.0982 0.2600 -0.350
C -1.1145 0.9786 -0.8213 -0.020
O -2.2763 -1.0340 -0.0675 -0.007
H 2.8590 -0.7448 0.4480 0.094
H 2.7434 1.0465 0.4648 0.096
H 2.1250 0.1228 -0.9316 0.101
H -1.5428 0.3791 1.2145 0.158
H -0.3715 1.7116 -0.4955 0.084
H -2.0597 1.4867 -1.0175 0.086
H -0.7666 0.5157 -1.7529 0.096
H -1.8167 -1.8476 -0.3277 0.093
```

***

# 9
Below is a 2-piece molecular cluster, C4H8O3 overall in a non-equilibrium geometry, with properties calculated with the ωB97M-V functional and the def2-TZVPD basis.

Calculated values
LUMO, Eh: 0.018
M, g/mol: 104.10
Structure (SMILES): CC(=O)CC=O.O
Relative energy (zero: lowest compared OMol25 entry of this formula, charge and spin), kcal/mol: 43.1
Frontier orbital gap, hartree: 0.369

XYZ file:
```
15
Properties=species:S:1:pos:R:3:lowdin_charge:R:1
C -0.0212 2.5149 -1.1817 -0.012
C -0.3962 1.5927 -0.0277 -0.450
O -1.0462 1.9779 0.9281 0.094
C 0.1985 0.2262 -0.0728 -0.102
C -0.7859 -0.8941 0.2028 -0.212
O -2.0125 -0.7371 0.2868 0.040
H -0.7754 3.2846 -1.2653 0.082
H 0.9183 3.0195 -0.9366 0.095
H 0.0769 2.0189 -2.1137 0.060
H 0.5969 0.0848 -1.1555 0.145
H 1.1305 0.1634 0.5252 0.138
H -0.3436 -1.9426 0.2387 0.105
O 0.5664 -3.5769 1.7217 -0.064
H 1.4827 -3.6607 1.9609 0.026
H 0.4107 -4.0714 0.8891 0.054
```

***

# 10
Below is a 3-piece molecular cluster, C4H8O3 overall in a non-equilibrium geometry, with properties calculated with the ωB97M-V functional and the def2-TZVPD basis.

Calculated values
LUMO, Eh: 0.031
M, g/mol: 104.10
Relative energy (zero: lowest compared OMol25 entry of this formula, charge and spin), kcal/mol: 67.4
Frontier orbital gap, hartree: 0.342

XYZ file:
```
15
Properties=species:S:1:pos:R:3:lowdin_charge:R:1
C -0.5624 -1.3620 0.4453 -0.023
C -0.5893 -0.2394 -0.5378 -0.405
O -0.1058 -0.6137 -1.7636 -0.014
C -1.0317 0.9991 -0.2983 -0.196
O -1.6823 1.3260 0.8694 -0.036
C 1.5049 1.3095 1.4731 0.047
O 0.8159 1.9819 2.0819 0.020
H 0.4554 -1.7642 0.5096 0.074
H -0.8800 -1.0168 1.4306 0.082
H -1.2196 -2.1767 0.1232 0.090
H 2.2139 -1.0304 -1.2968 0.020
H -0.2553 0.1058 -2.3916 0.107
H -0.9592 1.7809 -1.0592 0.124
H -1.2360 2.0812 1.2755 0.071
H 2.8330 -1.0578 -0.8834 0.040
```

***

# 11
Below is one molecule with the formula C4H8O3 in a non-equilibrium geometry, with properties calculated with the ωB97M-V functional and the def2-TZVPD basis.

Calculated values
LUMO, Eh: 0.035
M, g/mol: 104.10
Structure (SMILES): C1COCOCO1
Relative energy (zero: lowest compared OMol25 entry of this formula, charge and spin), kcal/mol: 82.9
Frontier orbital gap, hartree: 0.390

XYZ file:
```
15
Properties=species:S:1:pos:R:3:lowdin_charge:R:1
C 1.4973 0.2530 -0.1410 -0.144
C 0.3995 1.2529 0.4139 -0.171
O -0.8236 1.4529 -0.2567 -0.072
C -1.5939 0.2280 -0.4407 -0.218
O -1.3482 -0.7974 0.4442 -0.048
C -0.1164 -1.3801 0.1848 -0.293
O 0.7803 -0.8184 -0.7054 -0.115
H 2.0110 0.7645 -0.9346 0.115
H 2.1619 -0.0647 0.7058 0.139
H 0.1875 0.7765 1.3929 0.126
H 0.8009 2.1602 0.5458 0.083
H -1.3994 -0.1902 -1.4058 0.114
H -2.7612 0.4769 -0.5099 0.179
H 0.3931 -1.8505 1.1381 0.179
H -0.1887 -2.2636 -0.4314 0.128
```

***

# 12
Below is a 2-piece molecular cluster, C4H8O3S overall in a non-equilibrium geometry, with properties calculated with the ωB97M-V functional and the def2-TZVPD basis.

Calculated values
LUMO, Eh: -0.088
M, g/mol: 136.17
Relative energy (zero: lowest compared OMol25 entry of this formula, charge and spin), kcal/mol: 177.7
Frontier orbital gap, hartree: 0.250

XYZ file:
```
16
Properties=species:S:1:pos:R:3:lowdin_charge:R:1
C -0.7378 -0.4928 0.7545 -0.299
C 0.1913 -1.0679 -0.4576 -0.381
C 0.9175 0.3342 -0.2377 -0.410
C -0.3865 0.9591 0.3029 -0.510
H -2.5754 0.0369 1.3088 0.177
H -0.0965 -0.8482 1.7229 0.195
H -0.3495 -0.9427 -1.5085 0.181
H 0.7572 -2.9895 -1.8700 0.354
H 1.7365 0.2078 0.4747 0.157
H 2.0074 0.2848 -1.7604 0.099
H -0.8280 1.2653 -0.5652 0.079
H -0.1460 3.2003 1.1154 -0.204
O -2.2035 -0.8623 0.7202 -0.127
O 1.0026 -2.1604 -0.3038 -0.103
O 1.3939 0.8823 -1.3598 0.020
S -0.6834 2.1931 1.6635 0.771
```

***

> Which formula does entry 1 have?

C4H8O3